{"formula": "C30H53AlBr3Cl3N2O8P", "method": "ωB97M-V/def2-TZVPD", "species": ["C", "O", "C", "C", "C", "C", "N", "C", "Br", "C", "N", "C", "Br", "C", "C", "Br", "C", "C", "C", "Cl", "C", "C", "Cl", "H", "H", "H", "H", "H", "H", "H", "H", "H", "H", "H", "H", "H", "H", "H", "H", "H", "H", "H", "H", "H", "H", "H", "H", "H", "H", "C", "C", "C", "O", "H", "H", "H", "H", "H", "H", "H", "H", "O", "P", "O", "C", "C", "O", "C", "C", "O", "C", "C", "H", "H", "H", "H", "H", "H", "H", "H", "H", "H", "H", "H", "H", "H", "H", "C", "C", "C", "O", "C", "C", "C", "O", "H", "H", "H", "H", "Cl", "Al"], "coordinates": [[9.25187, -0.04810, 1.13712], [8.02887, 0.52191, 0.51944], [7.13225, -0.60855, 0.22442], [6.64130, -0.63454, -1.33975], [5.68378, 0.61790, -1.78984], [4.11748, 0.21866, -2.08646], [3.58352, -0.92290, -1.24966], [3.48399, -2.21995, -2.03129], [2.01649, -2.19659, -3.43859], [3.32175, -3.43034, -0.93772], [2.50631, -3.04724, 0.30207], [1.94221, -4.29284, 0.94787], [1.94659, -3.91507, 2.95265], [0.39245, -4.64610, 0.55036], [0.03571, -6.08330, 1.32798], [0.08342, -4.99977, -1.40287], [1.50853, -1.93596, 0.06385], [2.28237, -0.58871, -0.55441], [2.40618, 0.48173, 0.68072], [3.84073, 0.55798, 1.89780], [1.30566, 1.49339, 0.94519], [-0.07677, 1.60705, 0.04741], [1.45009, 2.68935, 2.39778], [9.85364, -0.68311, 0.33783], [8.98087, -0.75484, 2.04406], [9.88284, 0.87361, 1.53312], [7.77224, -1.59460, 0.40588], [6.19688, -0.69280, 0.92276], [6.20276, -1.69930, -1.54995], [7.63257, -0.55560, -1.99912], [5.77318, 1.53509, -1.03138], [6.12889, 1.03657, -2.81386], [3.94440, 0.01738, -3.23277], [3.47124, 1.17775, -1.81830], [4.47860, -2.45991, -2.64684], [2.96573, -4.42488, -1.44633], [4.41996, -3.65512, -0.52817], [3.22248, -2.65861, 0.98769], [2.69829, -5.20088, 0.81508], [-0.37354, -3.83233, 0.96339], [1.07218, -6.60284, 1.56904], [-0.64168, -5.91315, 2.26855], [-0.52692, -6.81742, 0.57397], [0.67987, -2.19623, -0.75029], [0.89110, -1.67304, 1.05125], [1.56736, -0.13104, -1.38168], [-0.87372, 2.16282, 0.73548], [-0.51273, 0.54861, -0.21365], [0.08139, 2.30584, -0.88580], [10.56086, 3.63659, 0.48709], [9.49854, 4.26967, -0.39745], [8.57063, 5.16662, 0.40629], [8.73536, 3.24371, -1.02690], [10.10381, 3.00984, 1.26106], [11.21374, 2.98416, -0.10260], [11.17561, 4.40016, 0.97382], [9.97948, 4.85341, -1.18990], [8.04302, 4.59410, 1.17740], [7.80385, 5.60555, -0.24100], [9.12574, 5.97604, 0.89060], [8.30476, 2.72023, -0.33083], [-3.88542, 1.36825, -0.52918], [-5.16637, 2.11902, -0.96858], [-5.13313, 3.15553, 0.32107], [-4.23623, 4.25005, 0.25663], [-4.76180, 5.33339, -0.66503], [-6.16933, 0.94922, -0.33487], [-5.78314, -0.41795, -0.35877], [-5.24655, -0.82800, 1.00279], [-6.59755, 2.95783, -1.45951], [-7.87381, 2.79682, -0.85395], [-7.95600, 3.20058, 0.60906], [-3.24662, 3.91098, -0.06468], [-4.13848, 4.65006, 1.27075], [-4.79122, 4.98186, -1.70105], [-4.12444, 6.22096, -0.62280], [-5.78328, 5.61711, -0.39223], [-5.05741, -0.61106, -1.15555], [-6.67209, -1.01212, -0.59059], [-4.47554, -0.14437, 1.36410], [-4.82485, -1.83654, 0.96804], [-6.04969, -0.80941, 1.74715], [-8.24786, 1.78192, -1.01269], [-8.55223, 3.45033, -1.41531], [-7.39606, 2.51523, 1.25171], [-8.99709, 3.19199, 0.94804], [-7.55040, 4.20402, 0.76442], [-9.56576, -3.76754, 1.24977], [-10.85109, -3.60600, 1.57864], [-11.77711, -2.85821, 0.70542], [-12.95324, -2.70816, 1.00662], [-11.22842, -2.29758, -0.54535], [-9.94309, -2.45912, -0.87422], [-9.01707, -3.20691, -0.00100], [-7.84094, -3.35696, -0.30220], [-8.87303, -4.31259, 1.87929], [-11.26890, -4.01175, 2.49222], [-11.92115, -1.75253, -1.17487], [-9.52528, -2.05337, -1.78780], [1.84676, -3.57052, 5.68697], [-5.35324, 1.77548, -3.27403]], "charge": 3, "fmax_ev_per_a": 12.062, "spin_multiplicity": 1, "homo_energy_ha": -0.5319, "molar_mass_g_mol": 973.787, "e_lumo_ev": -13.58}